36
Properties=species:S:1:pos:R:3:forces:R:3:mulliken_charge:R:1 method="wB97M-V/def2-TZVPD" total_charge=-2 homo_ev=1.46 lumo_energy_ev=4.7 mol_weight_g_mol=440.14 gap_ev=3.28
O 0.182680 -1.953254 5.090371 0.093 0.266 -2.846 -0.45
H -3.942591 2.127217 -0.779832 1.171 -0.452 0.244 0.31
H -3.047173 3.223971 -3.115374 0.461 -0.119 -0.137 0.29
C 0.909514 -3.709635 2.361556 0.266 1.191 0.205 0.21
C -0.071691 0.470092 0.359325 -1.956 0.213 -2.775 -0.03
C 1.815096 -1.232077 1.090263 2.386 3.411 -1.109 -1.00
H 1.079297 4.607286 -3.037868 -0.427 -0.553 0.149 0.31
O -0.388333 -4.044065 -1.074311 -0.420 -0.318 -0.565 -0.39
C 0.543182 -3.746500 -0.479872 0.010 0.566 0.743 0.09
C -2.024740 3.137111 -2.728165 0.421 -0.226 0.255 -0.84
H 1.437445 3.350673 -0.896604 -0.317 -0.127 0.005 0.38
C 3.110943 -2.805896 -0.744195 1.235 1.962 -0.661 0.41
Co 1.959028 -3.286621 0.512359 0.397 -2.391 -1.658 -0.15
H -0.244637 2.576507 1.422921 -0.727 -0.566 -1.287 0.42
Co 0.512929 -1.914555 2.111018 -4.050 -4.739 3.273 -0.05
H -1.113883 4.436117 -4.228788 0.029 -0.350 0.793 0.29
H -1.148972 0.003504 0.324083 1.925 0.283 -1.289 0.09
O 3.879401 -2.492445 -1.581760 -1.282 -0.962 1.141 -0.47
H -2.673917 1.399292 1.527291 -0.520 0.495 0.072 0.43
C -2.846224 2.090291 -0.547686 -1.171 -0.290 -0.056 -0.40
C 0.290296 3.942190 -2.646809 -0.140 -0.678 0.817 -0.58
C 0.733128 -0.488649 1.001127 0.899 1.581 -0.037 -0.04
C 0.488142 3.233975 -1.422548 -0.287 0.842 -1.175 0.22
O 0.747382 -4.673281 2.995404 0.106 -0.792 -0.119 -0.52
C 2.867067 -4.823895 0.649964 -1.199 2.083 1.295 0.23
C 0.310180 -1.754453 3.917947 0.510 0.306 2.441 0.06
O 3.441581 -5.807437 0.693385 0.918 -1.678 -0.312 -0.41
C -1.249404 -2.252480 1.720180 -0.562 -0.027 -0.591 0.12
C -2.278464 1.903139 0.654475 1.525 -0.331 0.329 -0.90
H 0.406947 0.895022 -0.628625 -0.654 -2.647 1.452 0.10
C -1.822560 2.409011 -1.537268 0.046 2.444 -0.323 0.13
C -0.760724 2.009337 0.576976 0.462 1.090 -0.024 0.60
H 2.818507 -0.784918 1.124907 -0.001 -0.710 -0.201 0.46
C -0.963793 3.877466 -3.279631 -0.086 0.050 -0.515 -0.32
O -2.375145 -2.451907 1.474379 1.458 0.322 0.503 -0.39
C -0.580495 2.529865 -0.878594 -0.519 0.852 1.962 -0.20

42
Properties=species:S:1:pos:R:3:forces:R:3:mulliken_charge:R:1 method="wB97M-V/def2-TZVPD" total_charge=0 homo_ev="-7.66 / -7.79" lumo_energy_ev="-1.9 / -1.9" mol_weight_g_mol=588.63 gap_ev="5.78 / 5.92" spin_multiplicity=2
N -0.286815 0.856696 1.672050 0.495 0.672 -0.472 0.19
C 0.103907 -2.946785 -0.802671 -0.047 0.093 0.105 -0.64
C -1.399805 0.412966 3.703068 -0.090 0.085 0.114 0.08
H -2.032577 2.133513 4.791111 0.008 -0.004 -0.007 0.43
C -0.396202 2.169638 1.859518 -0.071 0.014 -0.038 -0.32
C -0.755560 -0.032854 2.542324 -0.135 -0.431 0.223 0.83
C -0.483235 -3.593104 -1.831380 -0.076 0.095 -0.118 -0.77
N -0.075642 -1.585453 -0.963798 0.359 0.071 -0.192 0.45
F -1.441077 -0.195647 5.971284 -0.054 -0.054 -0.067 -0.26
C -2.212185 1.123780 -4.445191 0.009 -0.023 0.007 -0.86
S 5.352080 -0.487797 1.749341 0.022 -0.041 0.062 -0.05
C -1.207830 2.281828 -2.584331 -0.060 0.105 -0.119 -0.70
S 2.440865 -0.248546 -1.331498 -0.630 0.143 0.262 -0.30
S 7.968300 -0.655096 0.370826 0.069 -0.016 0.003 -0.22
C 6.346867 -0.548207 0.325322 -0.047 0.032 -0.009 0.15
F -1.785938 -1.783061 4.538346 -0.015 0.079 0.022 -0.25
H -2.746346 1.145269 -5.384705 -0.002 0.000 0.008 0.40
H -2.189645 3.260047 -4.201514 0.000 -0.007 0.012 0.39
H -2.080531 -0.991213 -4.409261 0.000 0.017 0.001 0.28
C -1.129467 -0.124954 -2.676004 0.051 -0.232 -0.038 0.51
S 2.347372 -0.302237 1.741513 -0.236 0.192 -0.083 -0.23
C 3.850028 -0.357142 -0.441163 0.337 -0.029 0.134 0.26
N -1.019991 -2.606091 -2.633024 0.039 -0.124 0.014 -0.09
C -1.530909 1.776644 3.899790 0.014 0.022 -0.027 -0.42
F -3.308102 -0.282197 4.884098 0.082 -0.044 0.017 -0.26
Mn 0.754493 -0.159543 0.184981 -0.392 -1.362 0.892 -0.02
C -1.895372 2.308262 -3.776737 0.018 0.039 0.050 -0.56
O -0.132165 1.099176 -0.877689 -0.422 0.501 -0.277 -0.47
H 0.626938 -3.352071 0.044808 0.036 0.003 -0.020 0.53
H -0.569837 -4.639096 -2.061395 -0.010 0.011 -0.009 0.44
C -0.742256 -1.399091 -2.087302 -0.172 0.072 -0.204 0.74
S 5.437972 -0.466967 -1.155516 0.039 -0.023 -0.087 -0.05
C -0.795761 1.067099 -2.013262 0.355 -0.100 0.327 0.55
H -0.955927 3.193580 -2.058448 0.006 -0.003 -0.018 0.41
H -1.527168 -2.750686 -3.486339 -0.016 -0.010 0.008 0.16
C 3.812372 -0.369914 0.937928 0.277 0.003 -0.150 0.29
C -1.025665 2.681104 2.973131 -0.044 -0.049 0.053 -0.98
C -1.829616 -0.074678 -3.886904 -0.023 -0.003 -0.018 -0.82
C -1.976751 -0.482885 4.765138 0.013 0.016 -0.045 0.63
H 0.021440 2.797001 1.083330 0.000 -0.037 -0.025 0.45
H -1.121756 3.747209 3.113240 0.006 -0.007 0.007 0.41
S -0.408507 -1.618509 1.956986 0.307 0.334 -0.297 -0.29

no.,E_tot (eV),maximum force (eV/Å)
1,-106360.11263,7.04
2,-129831.31314,1.67